(1)
{"formula": "C3H4N2O2S", "method": "ωB97M-V with the def2-TZVPD basis set", "elements": ["O", "C", "C", "C", "N", "O", "N", "S", "H", "H", "H", "H"], "xyz": [[0.667, 2.030, -0.688], [0.226, 1.147, 0.179], [0.046, -0.352, -0.187], [1.211, -1.091, -0.676], [2.356, -0.889, -0.124], [2.126, -0.027, 0.922], [-1.059, -1.020, 0.024], [-2.572, 0.014, 0.113], [0.160, 1.347, 1.492], [1.036, -1.763, -1.597], [3.089, 0.459, 0.801], [-3.450, -1.145, 0.431]], "lowdin_charge": [-0.040, -0.201, -0.418, -0.102, 0.006, -0.136, -0.246, 0.638, 0.205, 0.155, 0.213, -0.074], "smiles": "O=CC(/C=N\\O)=N\\S", "lumo_energy_ev": -0.44, "gap_ha": 0.329, "charge": 0, "molar_mass_da": 132.14, "e_above_lowest_ev": 6.318}

(2)
{"formula": "C20H27N3O2S", "method": "ωB97M-V with the def2-TZVPD basis set", "elements": ["C", "C", "C", "C", "C", "C", "S", "O", "O", "N", "C", "C", "C", "C", "C", "N", "C", "C", "N", "C", "C", "C", "C", "C", "C", "C", "H", "H", "H", "H", "H", "H", "H", "H", "H", "H", "H", "H", "H", "H", "H", "H", "H", "H", "H", "H", "H", "H", "H", "H", "H", "H", "H"], "xyz": [[-2.641, 4.428, -3.867], [-1.316, 4.876, -4.487], [-0.161, 4.357, -3.680], [0.383, 3.105, -3.953], [1.419, 2.604, -3.186], [1.909, 3.362, -2.141], [3.220, 2.684, -1.143], [4.216, 2.079, -1.979], [3.640, 3.664, -0.178], [2.399, 1.426, -0.397], [1.549, 1.854, 0.706], [0.889, 0.664, 1.340], [-0.229, 0.078, 0.766], [-0.814, -1.045, 1.317], [-0.301, -1.634, 2.480], [-0.902, -2.714, 3.105], [-2.144, -3.266, 2.613], [-1.903, -4.346, 1.554], [-1.097, -5.403, 2.139], [-0.905, -6.506, 1.224], [0.165, -4.863, 2.612], [-0.094, -3.778, 3.663], [0.823, -1.027, 3.057], [1.405, 0.088, 2.494], [1.386, 4.604, -1.848], [0.349, 5.100, -2.621], [-2.697, 3.342, -3.837], [-2.730, 4.804, -2.850], [-3.479, 4.803, -4.450], [-1.285, 5.967, -4.519], [-1.252, 4.501, -5.510], [-0.008, 2.524, -4.776], [1.862, 1.641, -3.382], [3.046, 0.697, -0.131], [2.133, 2.419, 1.445], [0.805, 2.527, 0.269], [-0.644, 0.503, -0.137], [-1.674, -1.466, 0.821], [-2.786, -2.474, 2.231], [-2.648, -3.732, 3.467], [-2.858, -4.773, 1.237], [-1.408, -3.900, 0.672], [-1.878, -6.902, 0.937], [-0.343, -7.291, 1.727], [-0.361, -6.214, 0.311], [0.743, -5.675, 3.058], [0.756, -4.426, 1.784], [0.857, -3.395, 4.027], [-0.643, -4.218, 4.501], [1.237, -1.418, 3.973], [2.270, 0.530, 2.969], [1.804, 5.163, -1.026], [-0.066, 6.073, -2.403]], "lowdin_charge": [-0.092, -0.212, -0.238, -0.020, -0.047, -0.293, 0.648, -0.293, -0.298, -0.119, -0.209, -0.237, -0.032, -0.019, -0.225, -0.101, -0.152, -0.185, -0.234, -0.104, -0.181, -0.144, -0.018, -0.038, -0.049, -0.022, 0.074, 0.075, 0.069, 0.110, 0.110, 0.118, 0.118, 0.114, 0.117, 0.121, 0.116, 0.096, 0.115, 0.127, 0.122, 0.123, 0.083, 0.083, 0.088, 0.121, 0.131, 0.106, 0.127, 0.103, 0.115, 0.114, 0.118], "smiles": "CCc1ccc(S(=O)(=O)NCc2ccc(N3CCN(C)CC3)cc2)cc1", "lumo_energy_ev": 0.70, "gap_ha": 0.309, "charge": 0, "molar_mass_da": 373.52, "e_above_lowest_ev": 3.244}

(3)
{"formula": "C3H2N2O2", "method": "ωB97M-V with the def2-TZVPD basis set", "elements": ["H", "N", "C", "C", "N", "O", "C", "O", "H"], "xyz": [[-1.881, -2.152, -0.122], [-2.006, -1.188, 0.189], [-1.002, -0.443, 0.117], [-0.820, 0.944, 0.449], [0.019, 1.751, 0.402], [0.480, -0.581, -0.527], [1.405, 0.427, -0.184], [1.981, 0.791, -1.167], [1.824, 0.452, 0.843]], "lowdin_charge": [0.094, 0.202, -0.242, -0.051, 0.216, -0.028, -0.463, 0.115, 0.157], "smiles": "[H]/N=C(/C#N)OC=O", "lumo_energy_ev": -0.95, "gap_ha": 0.362, "charge": 0, "molar_mass_da": 98.06, "e_above_lowest_ev": 3.609}

(4)
{"formula": "C5H14", "method": "ωB97M-V with the def2-TZVPD basis set", "elements": ["C", "C", "C", "H", "H", "H", "H", "H", "H", "H", "H", "C", "C", "H", "H", "H", "H", "H", "H"], "xyz": [[-0.429, 1.662, -0.021], [0.509, 1.942, 1.160], [1.473, 0.782, 1.409], [-1.290, 2.330, -0.116], [0.123, 1.754, -0.954], [-0.945, 0.704, 0.105], [0.020, 2.324, 2.053], [1.094, 2.818, 0.846], [1.331, -0.034, 0.706], [1.280, 0.353, 2.394], [2.507, 1.109, 1.475], [-0.161, -1.840, -1.637], [-1.265, -2.133, -0.631], [0.834, -1.871, -1.182], [-0.099, -2.556, -2.460], [-0.221, -0.843, -2.090], [-1.851, -1.237, -0.381], [-0.906, -2.442, 0.347], [-2.004, -2.821, -1.023]], "lowdin_charge": [-0.125, -0.309, -0.113, 0.066, 0.073, 0.046, 0.094, 0.093, 0.053, 0.066, 0.064, -0.173, -0.170, 0.055, 0.059, 0.057, 0.046, 0.062, 0.057], "smiles": "CCC.CC", "lumo_energy_ev": 1.15, "gap_ha": 0.452, "charge": 0, "molar_mass_da": 74.17, "e_above_lowest_ev": 0.450}

(5)
{"formula": "C3H6IN2O", "method": "ωB97M-V with the def2-TZVPD basis set", "elements": ["C", "C", "O", "N", "C", "N", "I", "H", "H", "H", "H", "H", "H"], "xyz": [[1.214, 0.964, -0.263], [0.505, -0.240, 0.000], [0.785, -1.400, 0.013], [-0.977, 0.144, 0.497], [-1.964, -0.641, 0.135], [-1.728, -1.948, 0.006], [-3.965, 0.188, -0.038], [1.005, 1.397, -1.245], [1.085, 1.682, 0.408], [2.326, 0.837, -0.345], [-1.341, 1.021, 1.012], [-0.726, -2.224, -0.054], [-2.469, -2.559, -0.297]], "lowdin_charge": [0.024, -0.324, 0.165, 0.064, -0.766, 0.156, 0.955, 0.131, 0.053, 0.142, 0.171, 0.110, 0.118], "smiles": "CC(=O)NC(=[NH2+])I", "lumo_energy_ev": -4.51, "gap_ha": 0.370, "charge": 1, "molar_mass_da": 213.00, "e_above_lowest_ev": 0.468}

(6)
{"formula": "C5H10O", "method": "ωB97M-V with the def2-TZVPD basis set", "elements": ["C", "O", "C", "C", "C", "C", "H", "H", "H", "H", "H", "H", "H", "H", "H", "H"], "xyz": [[2.668, -0.089, 0.243], [1.477, 0.362, 0.508], [0.653, 1.037, -0.231], [-0.759, 1.109, 0.238], [-1.621, -0.053, -0.298], [-1.002, -1.416, 0.009], [3.092, 0.080, -0.741], [-0.031, -1.530, -0.486], [3.170, -0.569, 1.067], [0.958, 1.234, -1.259], [-0.759, 1.084, 1.335], [-1.205, 2.067, -0.060], [-1.741, 0.059, -1.384], [-2.628, 0.013, 0.137], [-0.833, -1.538, 1.086], [-1.647, -2.235, -0.327]], "lowdin_charge": [-0.046, -0.109, -0.176, -0.195, -0.261, -0.113, 0.067, 0.067, 0.058, 0.125, 0.118, 0.107, 0.105, 0.102, 0.079, 0.070], "lumo_energy_ev": [0.95, 0.90], "gap_ha": [0.301, 0.292], "charge": 0, "molar_mass_da": 86.13, "e_above_lowest_ev": 3.593}